Entry 1:
This record from OMol25 describes the molecule C7H8N2O3 in a non-equilibrium geometry. The level of theory is ωB97M-V/def2-TZVPD.

Calculated values
LUMO = 0.685 eV
Molar mass = 168.15 Da
F_max = 4.64 eV/A
E_tot = -16506.5639 eV
HOMO = -9.6 eV
Energy above the lowest of the compared OMol25 structures with the same formula, charge and spin = 489.2 kJ/mol
SMILES string = NN(O)OC(=O)c1ccccc1
Orbital gap = 10.3 eV

The geometry in XYZ format:
```
20
C7H8N2O3 ωB97M-V/def2-TZVPD
O 0.00 1.76 -1.17
O 0.44 1.86 1.20
O -1.49 0.94 -2.43
N 1.77 3.16 -0.04
N 1.13 1.92 -0.05
C -0.28 -2.47 1.00
C 0.84 -1.89 0.42
C -1.59 -2.25 0.67
C -0.73 -0.47 -0.65
C 0.57 -0.80 -0.39
C -0.85 0.76 -1.42
C -1.76 -1.21 -0.16
H 2.33 3.21 -0.98
H 0.53 0.96 1.41
H -2.79 -0.92 -0.32
H -2.36 -2.76 1.01
H 1.83 -2.20 0.74
H 1.41 -0.23 -0.76
H -0.14 -3.31 1.76
H 1.15 3.94 0.17
```

=====

Entry 2:
This record from OMol25 describes the molecule C7H8N2O3 in a non-equilibrium geometry. The level of theory is ωB97M-V/def2-TZVPD.

Calculated values
LUMO = 0.205 eV
Molar mass = 168.15 Da
F_max = 5.53 eV/A
E_tot = -16508.0147 eV
HOMO = -8.8 eV
Energy above the lowest of the compared OMol25 structures with the same formula, charge and spin = 349.2 kJ/mol
SMILES string = COc1cccnc1C(=O)NO
Orbital gap = 9.0 eV

The geometry in XYZ format:
```
20
C7H8N2O3 ωB97M-V/def2-TZVPD
O -0.28 0.30 -2.09
O -1.61 1.61 -0.06
O 0.71 1.63 2.60
N -0.19 2.02 1.66
N 0.36 -0.89 1.30
C -0.63 1.23 0.62
C 1.20 -1.93 1.11
C -1.61 -0.06 -2.66
C -0.01 -0.16 0.24
C 0.95 -1.64 -1.30
C 0.18 -0.45 -1.10
C 1.47 -2.31 -0.19
H -1.61 0.40 -3.69
H -0.70 2.89 1.84
H 0.56 0.59 2.54
H 1.98 -3.22 -0.35
H 1.60 -2.16 2.09
H -2.43 0.24 -2.06
H -1.50 -1.10 -2.78
H 1.06 -1.94 -2.23
```

=====

Entry 3:
This record from OMol25 describes C7H8N2S as an isolated structure in a non-equilibrium geometry. The level of theory is ωB97M-V/def2-TZVPD.

Calculated values
LUMO = 0.620 eV
Molar mass = 152.22 Da
F_max = 5.69 eV/A
E_tot = -21200.7428 eV
HOMO = -9.2 eV
Energy above the lowest of the compared OMol25 structures with the same formula, charge and spin = 327.9 kJ/mol
Orbital gap = 9.9 eV

The geometry in XYZ format:
```
18
C7H8N2S ωB97M-V/def2-TZVPD
S -0.53 -2.61 -2.05
N -0.97 -1.95 -0.61
N 0.12 -1.26 -2.71
C 0.00 -0.27 -1.83
C 0.22 1.26 1.06
C 0.14 0.13 1.63
C 0.25 1.18 -2.21
C -0.84 0.27 0.49
C -0.64 -0.64 -0.66
C 0.59 -0.74 2.75
H 0.18 -0.47 3.71
H 0.59 2.23 0.89
H 0.71 1.09 -3.19
H 0.31 -1.66 2.60
H -0.75 1.81 -2.10
H 0.81 1.55 -1.44
H 1.64 -0.44 2.82
H -1.84 0.51 0.85
```

=====

Entry 4:
This record from OMol25 describes C7H8N2S as an isolated structure in a non-equilibrium geometry. The level of theory is ωB97M-V/def2-TZVPD.

Calculated values
LUMO = 0.534 eV
Molar mass = 152.22 Da
F_max = 4.81 eV/A
E_tot = -21200.1248 eV
HOMO = -7.7 eV
Energy above the lowest of the compared OMol25 structures with the same formula, charge and spin = 387.5 kJ/mol
Orbital gap = 8.2 eV

The geometry in XYZ format:
```
18
C7H8N2S ωB97M-V/def2-TZVPD
S -1.64 1.70 0.11
N -0.96 -2.10 -0.48
N -1.67 -1.15 0.06
C -2.78 0.74 -0.81
C 0.67 0.00 0.65
C 1.15 -1.16 0.16
C -2.68 -0.55 -0.70
C 0.31 -2.17 -0.39
C -0.75 0.26 0.87
C 1.68 1.10 0.92
H -3.43 -1.22 -0.97
H 2.29 -1.32 0.20
H 1.67 2.01 0.15
H -1.10 0.11 1.93
H -3.63 1.21 -1.27
H 1.46 1.60 1.82
H 0.82 -2.86 -1.10
H 2.53 0.49 0.82
```

=====

Entry 5:
This record from OMol25 describes the molecule C7H8N2S3 in a non-equilibrium geometry. The level of theory is ωB97M-V/def2-TZVPD.

Calculated values
LUMO = 0.347 eV
Molar mass = 216.36 Da
F_max = 1.46 eV/A
E_tot = -42872.4304 eV
HOMO = -7.5 eV
Energy above the lowest of the compared OMol25 structures with the same formula, charge and spin = 60.9 kJ/mol
Orbital gap = 7.8 eV

The geometry in XYZ format:
```
20
C7H8N2S3 ωB97M-V/def2-TZVPD
S 0.22 -2.21 -0.99
S 1.94 0.04 -0.47
S 2.07 -1.54 -3.06
N -0.80 -1.36 0.09
N 1.32 -2.89 0.05
C -1.85 0.66 0.85
C 1.04 -0.86 -1.77
C -0.72 0.01 0.35
C 0.47 0.74 0.22
C -1.80 1.99 1.23
C -0.62 2.69 1.13
C 0.51 2.07 0.63
H 2.00 -2.24 0.43
H -2.77 0.10 0.94
H 0.97 -3.56 0.72
H -1.75 -1.71 0.09
H -2.69 2.46 1.61
H 1.61 -0.73 -4.02
H -0.57 3.73 1.43
H 1.44 2.61 0.53
```

=====

Entry 6:
This record from OMol25 describes the molecule C7H8N2Si in a non-equilibrium geometry. The level of theory is ωB97M-V/def2-TZVPD.

Calculated values
LUMO = 0.375 eV
Molar mass = 148.24 Da
F_max = 4.57 eV/A
E_tot = -18245.3925 eV
HOMO = -8.6 eV
Energy above the lowest of the compared OMol25 structures with the same formula, charge and spin = 0.0 kJ/mol
SMILES string = N#Cc1ccccc1N[SiH3]
Orbital gap = 9.0 eV

The geometry in XYZ format:
```
18
C7H8N2Si ωB97M-V/def2-TZVPD
Si 2.62 -1.33 -0.41
N -2.03 -2.69 -0.64
N 0.86 -1.24 -0.26
C -1.76 -1.58 -0.44
C 0.06 -0.19 0.04
C -2.23 0.68 0.20
C 0.51 1.08 0.32
C -1.77 1.99 0.50
C -0.42 2.14 0.53
C -1.37 -0.33 -0.06
H -2.54 2.70 0.63
H -3.39 0.56 -0.02
H 3.51 -0.28 0.43
H 0.09 3.08 0.89
H 3.13 -2.63 0.13
H 2.98 -1.22 -1.98
H 1.46 1.38 0.42
H 0.29 -2.13 -0.29
```

=====

Entry 7:
This record from OMol25 describes a 2-piece molecular cluster, C7H8N3 overall in a non-equilibrium geometry. The level of theory is ωB97M-V/def2-TZVPD.

Calculated values
LUMO (spin up / spin down) = -7.175 / -7.175 eV
Total charge = +1
Molar mass = 134.16 Da
F_max = 4.24 eV/A
E_tot = -11848.9803 eV
HOMO (spin up / spin down) = -13.8 / -13.8 eV
Energy above the lowest of the compared OMol25 structures with the same formula, charge and spin = 187.1 kJ/mol
Orbital gap (spin up / spin down) = 6.6 / 6.6 eV

The geometry in XYZ format:
```
18
C7H8N3 ωB97M-V/def2-TZVPD
N 2.05 -1.92 -0.10
N -1.24 -1.02 0.52
N 2.50 -1.06 -0.59
C -0.42 0.66 -0.96
C -2.33 -1.71 0.08
C -0.49 -0.01 0.32
C 1.19 1.51 1.15
C 0.20 0.64 1.44
C 0.66 1.35 -1.28
C 1.57 1.70 -0.25
H 1.74 2.01 1.92
H -3.16 -1.27 0.51
H -0.20 0.27 2.39
H 2.66 1.77 -0.48
H -2.39 -1.78 -0.99
H -2.22 -2.74 0.23
H -1.18 0.22 -1.59
H 1.08 1.36 -2.31
```

=====

Entry 8:
This record from OMol25 describes an isolated ion of composition C7H8N3O and charge +1 in a non-equilibrium geometry. The level of theory is ωB97M-V/def2-TZVPD.

Calculated values
LUMO (spin up / spin down) = -5.434 / -5.361 eV
Total charge = +1
Molar mass = 150.16 Da
F_max = 6.07 eV/A
E_tot = -13894.2919 eV
HOMO (spin up / spin down) = -11.9 / -11.7 eV
Energy above the lowest of the compared OMol25 structures with the same formula, charge and spin = 562.8 kJ/mol
SMILES string = C=[N+]=C1C=CC(N)=C[C@H]1N=O
Orbital gap (spin up / spin down) = 6.5 / 6.4 eV

The geometry in XYZ format:
```
19
C7H8N3O ωB97M-V/def2-TZVPD
O 1.53 1.88 1.53
N 1.32 0.90 0.92
N -0.50 2.11 -0.89
N 0.01 -3.13 0.64
C -0.39 0.47 0.93
C 0.06 3.21 -0.97
C -0.44 -0.91 1.31
C -0.32 0.89 -0.57
C -0.11 -0.17 -1.45
C -0.04 -1.47 -1.02
C -0.18 -1.92 0.28
H -0.31 -0.09 -2.48
H 0.11 -3.83 -0.09
H -0.73 1.20 1.64
H 0.10 -2.04 -1.93
H -0.59 4.08 -0.88
H -0.29 -3.42 1.53
H -0.42 -0.99 2.35
H 1.20 3.23 -0.85
```

=====

Entry 9:
This record from OMol25 describes a 2-piece molecular cluster, C7H8N3O2 overall in a non-equilibrium geometry. The level of theory is ωB97M-V/def2-TZVPD.

Calculated values
LUMO (spin up / spin down) = -6.466 / -5.517 eV
Total charge = +1
Molar mass = 166.16 Da
F_max = 4.79 eV/A
E_tot = -15939.7405 eV
HOMO (spin up / spin down) = -13.1 / -12.8 eV
Energy above the lowest of the compared OMol25 structures with the same formula, charge and spin = 446.8 kJ/mol
Orbital gap (spin up / spin down) = 6.7 / 7.3 eV

The geometry in XYZ format:
```
20
C7H8N3O2 ωB97M-V/def2-TZVPD
O 2.57 1.47 -0.48
O 1.38 2.50 1.08
N 1.43 -0.85 1.38
N 1.79 1.71 0.32
N 2.00 -1.26 2.24
C 0.33 -0.21 -1.97
C -1.53 -1.04 1.13
C -0.87 0.50 -1.76
C 0.80 -0.25 0.41
C -0.70 0.20 0.72
C -1.33 0.76 -0.49
C 1.07 -0.69 -0.93
H 1.95 -1.24 -1.02
H -0.65 0.87 1.62
H -1.09 -1.47 2.05
H -1.34 -1.79 0.42
H 0.39 -0.74 -2.94
H -2.54 -0.70 1.15
H -2.19 1.49 -0.28
H -1.48 0.75 -2.65
```

=====

Entry 10:
This record from OMol25 describes C7H8N3O2P3 as an isolated structure in a non-equilibrium geometry. The level of theory is ωB97M-V/def2-TZVPD.

Calculated values
LUMO = -0.961 eV
Molar mass = 259.08 Da
F_max = 5.53 eV/A
E_tot = -43819.7893 eV
HOMO = -9.0 eV
Energy above the lowest of the compared OMol25 structures with the same formula, charge and spin = 102.0 kJ/mol
Orbital gap = 8.0 eV

The geometry in XYZ format:
```
23
C7H8N3O2P3 ωB97M-V/def2-TZVPD
P -0.27 -1.87 -1.39
P -1.77 -0.33 0.44
P -0.20 -2.52 1.47
O -0.68 1.26 0.25
O -3.90 0.95 -0.40
N -1.62 -0.98 -1.07
N 0.30 -2.58 -0.07
N -1.21 -1.26 1.71
C 1.11 0.72 -1.35
C 3.26 0.16 -0.46
C -3.49 0.37 0.71
C 1.46 0.66 1.04
C 0.63 0.95 -0.03
C 2.77 0.34 0.85
C 2.45 0.35 -1.56
H -3.50 0.65 -1.21
H 3.38 0.28 1.77
H -4.17 -0.63 1.17
H 4.35 0.13 -0.72
H 1.08 0.92 2.02
H -3.43 0.94 1.59
H 0.54 1.33 -2.16
H 2.93 0.15 -2.59
```